Entry P
This record from the Open Molecules 2025 dataset describes the molecule C2BrF3N2. The level of theory is ωB97M-V with the def2-TZVPD basis set.

Computed properties:
- Frontier orbital gap: 10.3 eV
- LUMO energy: -0.66 eV

Structure (XYZ):
```
8
Properties=species:S:1:pos:R:3:lowdin_charge:R:1
Br 2.4130 -0.0186 -0.3741 0.678
F -0.6550 1.2552 1.1255 0.141
F -1.6561 0.0937 -0.4371 0.143
F -0.2031 1.6153 -0.9740 0.137
N -0.0813 -1.6982 -0.2463 0.163
N 0.1986 -1.4877 0.9510 0.182
C -0.4951 0.6646 -0.0786 -0.673
C 0.4789 -0.4244 0.0336 -0.771
```

---

Entry Q
This record from the Open Molecules 2025 dataset describes a cluster of 2 separate species, C2BrF3N2 in total. The level of theory is ωB97M-V with the def2-TZVPD basis set.

Computed properties:
- Frontier orbital gap: 8.0 eV
- LUMO energy: -1.57 eV

Structure (XYZ):
```
8
Properties=species:S:1:pos:R:3:lowdin_charge:R:1
Br -1.5287 -1.7220 -1.2620 0.861
F -0.5748 1.3124 0.9443 0.124
F -1.9434 -0.2132 1.4493 0.128
F 0.1613 -0.7269 1.1210 0.076
N 2.6313 0.1140 -1.0514 0.085
N 1.5651 -0.1197 -1.1541 0.052
C -1.0771 -0.0819 -0.8217 -0.471
C -0.8685 0.0484 0.7141 -0.854
```

---

Name the least stable of them. entry Q.

---

Entry P
This record from the Open Molecules 2025 dataset describes a cluster of 2 separate species, C8H12FN in total. The level of theory is ωB97M-V with the def2-TZVPD basis set.

Computed properties:
- Frontier orbital gap: 8.2 eV
- LUMO energy: 0.43 eV

Structure (XYZ):
```
22
Properties=species:S:1:pos:R:3:lowdin_charge:R:1
F 1.7650 -3.1494 -3.6614 -0.211
N 1.3637 -2.3009 -2.4881 0.068
C -0.8398 1.6031 -0.0264 -0.065
C -1.5354 0.8181 0.9286 -0.345
C -0.7633 -0.1348 1.5662 -0.008
C -2.9589 0.8866 0.9775 -0.093
C 1.2979 0.3940 0.3056 -0.368
C 0.3720 1.2095 -0.4437 -0.074
C 2.5838 0.6172 0.1482 0.045
C 0.7551 -0.4576 1.3595 -0.113
H -1.3714 -0.8565 2.1783 0.117
H 3.2887 0.0259 0.7471 0.071
H 1.3816 -0.4942 2.2414 0.121
H 0.5683 -1.4061 0.8661 0.117
H 0.8875 -3.0517 -1.9430 0.086
H -1.2861 2.1790 -0.8266 0.110
H -3.4383 0.2942 0.1998 0.085
H -3.4262 1.9159 0.8177 0.109
H 0.8487 1.7372 -1.3393 0.134
H 3.1166 1.2361 -0.5676 0.067
H -3.4465 0.4751 1.8698 0.083
H 0.8369 -1.5405 -2.9093 0.064
```

---

Entry Q
This record from the Open Molecules 2025 dataset describes the molecule C8H12FN. The level of theory is ωB97M-V with the def2-TZVPD basis set.

Computed properties:
- Frontier orbital gap (alpha / beta): 7.4 / 7.5 eV
- LUMO energy (alpha / beta): 0.54 / 0.77 eV

Structure (XYZ):
```
22
Properties=species:S:1:pos:R:3:lowdin_charge:R:1
F 2.2092 1.7080 0.6646 0.059
N 0.9439 -2.0131 0.4814 0.030
C -0.8101 0.3856 0.4824 -0.404
C -0.3045 -2.1608 0.1563 -0.084
C 1.8515 -1.1091 0.3109 -0.172
C -1.1304 -0.9060 -0.1642 -0.173
C 0.1111 1.3095 -0.3228 -0.122
C 2.1030 -0.2034 -0.8443 -0.141
C 1.5315 0.9380 -0.2160 -0.272
C -2.0801 1.1189 0.5151 -0.109
H -0.4131 0.1181 1.4640 0.162
H -1.9953 -1.2324 0.2363 0.062
H 0.1224 2.3278 0.0835 0.123
H 2.6830 -1.2202 0.9493 0.106
H -1.2953 -0.8258 -1.2445 0.132
H -2.8767 0.5816 1.0801 0.097
H -0.1706 1.4220 -1.4287 0.157
H -1.9905 2.1912 0.8821 0.102
H 1.5674 -0.5562 -1.8710 0.182
H -2.4210 1.3307 -0.5219 0.096
H 3.1100 -0.1051 -1.0340 0.084
H -0.7454 -3.0993 0.3410 0.085
```

---

Name the least stable of them. entry P.

---

Entry P
This record from the Open Molecules 2025 dataset describes the molecule C4H8N2O2. The level of theory is ωB97M-V with the def2-TZVPD basis set.

Computed properties:
- Frontier orbital gap: 10.0 eV
- LUMO energy: 0.46 eV

Structure (XYZ):
```
16
Properties=species:S:1:pos:R:3:lowdin_charge:R:1
O 1.9634 -0.3089 -0.2066 0.043
O -2.4402 -0.3926 -1.1726 -0.068
N -0.9762 -0.4423 -0.9177 -0.172
N 0.1700 1.2546 0.1446 0.152
C 1.6053 0.7306 1.9937 -0.048
C -0.7013 0.7823 -0.6170 -0.302
C 1.2831 0.3744 0.5325 -0.544
C -0.5810 -1.5917 0.0707 0.002
H 1.6631 1.9391 2.0885 0.122
H 0.6571 -1.4040 0.3591 0.138
H -0.8472 -2.5631 -0.4656 0.086
H -2.3632 -0.8015 -2.1320 0.162
H -1.3000 1.2920 -1.3556 0.141
H 0.7905 0.6179 2.7136 0.058
H 2.6441 0.4246 2.4726 0.109
H -1.4229 -1.3523 0.8838 0.122
```

---

Entry Q
This record from the Open Molecules 2025 dataset describes the molecule C4H8N2O2. The level of theory is ωB97M-V with the def2-TZVPD basis set.

Computed properties:
- Frontier orbital gap: 10.4 eV
- LUMO energy: 0.90 eV

Structure (XYZ):
```
16
Properties=species:S:1:pos:R:3:lowdin_charge:R:1
O 0.9636 -0.7599 -0.3894 0.024
O -1.0349 -0.1545 0.7605 -0.093
N 1.4065 1.1846 0.7691 0.165
N 3.0353 0.0416 -0.4630 0.084
C -2.0414 -0.2367 -0.1930 -0.206
C -0.0036 -1.0616 0.6609 -0.192
C 1.6601 0.2973 -0.0484 -0.632
C -2.7805 0.8167 -0.5250 0.039
H 0.4298 1.2531 1.0197 0.052
H 0.4064 -1.0000 1.6160 0.124
H 3.5789 0.8718 -0.2127 0.075
H -2.0637 -1.1923 -0.7877 0.137
H -2.5976 1.7242 0.0271 0.071
H -0.3394 -2.0810 0.5847 0.139
H -3.5009 0.4726 -1.2566 0.060
H 2.8814 -0.1758 -1.5621 0.151
```

---

Entry R
This record from the Open Molecules 2025 dataset describes the molecule C4H8N2O2. The level of theory is ωB97M-V with the def2-TZVPD basis set.

Computed properties:
- Frontier orbital gap: 9.6 eV
- LUMO energy: 0.63 eV

Structure (XYZ):
```
16
Properties=species:S:1:pos:R:3:lowdin_charge:R:1
O 1.4399 0.6790 0.8762 -0.166
O -0.7790 -1.0717 1.2940 -0.097
N 0.5280 1.7451 0.4591 0.069
N -1.6521 1.7499 -0.4446 0.110
C 0.0064 -0.2980 -0.6588 -0.231
C -0.5470 1.0039 -0.2087 -0.330
C -0.6967 -1.5072 -0.0615 -0.265
C 1.6191 -0.0748 -0.3217 -0.124
H 2.0298 0.4183 -1.2796 0.128
H -1.1356 -1.9948 1.7035 0.171
H 2.3725 -0.9395 -0.0869 0.150
H 0.0087 -2.4043 -0.3228 0.141
H -0.2821 -0.3165 -1.7600 0.158
H -1.6238 2.6279 0.0716 0.029
H 0.4193 2.1399 1.3496 0.109
H -1.7076 -1.7572 -0.6092 0.148
```

---

Entry S
This record from the Open Molecules 2025 dataset describes the molecule C4H8N2O2. The level of theory is ωB97M-V with the def2-TZVPD basis set.

Computed properties:
- Frontier orbital gap: 10.5 eV
- LUMO energy: 0.73 eV

Structure (XYZ):
```
16
Properties=species:S:1:pos:R:3:lowdin_charge:R:1
O -2.0919 -1.1582 -2.1587 -0.015
O 0.0844 2.0030 1.0016 0.016
N 1.5787 0.3733 1.0867 -0.009
N -1.7441 0.6580 -0.7686 0.034
C 2.0954 -0.9454 0.8477 -0.092
C -2.2222 0.0456 -1.9119 -0.331
C 0.2992 0.8124 0.7718 -0.426
C -0.8246 -0.0688 0.1370 -0.082
H 2.5791 -0.9763 -0.1283 0.087
H -1.3961 -0.5405 0.9502 0.134
H 2.2031 1.1431 1.3831 0.157
H 2.8648 -1.1685 1.6030 0.090
H -0.3383 -0.8831 -0.3893 0.101
H -2.6688 0.6805 -2.7036 0.131
H 1.3165 -1.6514 1.0199 0.074
H -1.7352 1.6762 -0.7405 0.130
```

---

Name the least stable of them. entry P.